Entry 1:
This record from the OMol25 dataset describes C19H19Cl2CrN4O7S as an isolated structure at a distorted geometry. The level of theory is wB97M-V/def2-TZVPD.

Computed properties:
* HOMO energy (alpha / beta): -5.406 / -5.420 eV
* energy: -104610.0349 eV
* ⟨S²⟩: 6.0300
* charge: -1
* frontier orbital gap (alpha / beta): 7.843 / 7.661 eV
* 2S+1: 5

Each line ends with the Mulliken spin population.
Positions of all 53 atoms, in Å:
Cr 0.943 0.252 -0.736  3.0812
O 0.109 -3.645 -0.630  0.0004
C 0.371 -2.595 -1.178  -0.0012
O -0.122 -1.431 -0.844  0.0064
C 1.298 -2.551 -2.385  0.0096
C 0.871 -1.432 -3.332  -0.0103
C 1.544 -1.557 -4.694  -0.0004
C 3.006 -1.170 -4.354  -0.0176
C 2.907 -0.850 -2.866  0.0031
O 1.565 -0.288 -2.763  -0.0012
C 2.775 -2.131 -2.037  0.0213
C 3.073 -1.814 -0.572  -0.0042
O 3.919 -2.457 0.020  0.0084
O 2.444 -0.792 -0.082  -0.0247
H 1.272 -3.527 -2.867  0.0014
H -0.195 -1.237 -3.342  0.0006
H 1.107 -0.850 -5.399  -0.0001
H 1.445 -2.562 -5.103  0.0000
H 3.329 -0.298 -4.922  -0.0026
H 3.714 -1.980 -4.529  0.0009
H 3.619 -0.123 -2.488  0.0140
H 3.488 -2.893 -2.342  0.0023
N -4.628 0.760 7.001  0.0000
C -3.597 0.498 6.070  0.0001
C -3.564 1.157 4.847  0.0001
C -2.580 0.885 3.908  -0.0007
C -1.615 -0.071 4.183  0.0011
C -1.648 -0.748 5.391  -0.0007
C -2.625 -0.461 6.333  -0.0001
S -0.771 -0.818 1.724  0.0041
O -0.564 -0.364 3.337  0.0004
O -2.207 -0.918 1.498  0.0014
N -0.191 0.603 0.947  -0.0499
C -1.125 1.261 0.163  0.0108
N -2.255 1.827 0.595  -0.0053
C -3.010 2.406 -0.326  0.0073
C -2.680 2.483 -1.673  0.0000
C -1.481 1.907 -2.036  0.0092
N -0.736 1.302 -1.132  -0.0813
H -4.992 1.699 6.935  0.0000
H -4.367 0.552 7.952  0.0000
H -4.322 1.900 4.622  0.0000
H -2.566 1.405 2.963  -0.0006
H -0.891 -1.497 5.587  0.0000
H -2.636 -0.995 7.277  0.0000
H -3.935 2.850 0.031  0.0009
H -3.316 2.976 -2.393  0.0000
H -1.101 1.928 -3.051  -0.0020
Cl 3.955 4.101 -3.406  0.1068
C 4.866 2.707 -3.050  0.8357
Cl 2.144 2.166 -0.974  0.0255
H 4.910 2.409 -2.016  0.0228
H 5.042 2.021 -3.863  0.0270

Cartesian forces (eV/Å) of the 6 atoms listed first:
Cr 0.558 -1.485 -0.231
O -0.015 -0.045 -0.101
C -0.188 0.291 0.312
O 0.094 0.043 -0.109
C 0.197 -0.123 -0.033
C 0.074 0.059 -0.020

---

Entry 2:
This record from the OMol25 dataset describes one molecule with the formula C19H19Cl2NO5 at a distorted geometry. The level of theory is wB97M-V/def2-TZVPD.

Computed properties:
* HOMO energy: -8.448 eV
* structure (SMILES): CCOC(=O)C1CCN(C(=O)c2ccc(Oc3cc(Cl)cc(Cl)c3)o2)CC1
* energy: -56784.0341 eV
* frontier orbital gap: 9.070 eV
* 2S+1: 1

Each line ends with the natural charge from an NBO analysis.
Positions of all 46 atoms, in Å:
C 1.217 -5.093 -0.049  -0.6347
C 0.404 -4.221 -0.995  -0.0775
H 1.041 -3.454 -1.446  0.1999
H -0.069 -4.820 -1.776  0.1900
O -0.681 -3.581 -0.315  -0.5100
C -0.405 -2.463 0.356  0.8141
O 0.690 -1.969 0.432  -0.6167
C -1.667 -1.888 0.981  -0.3151
C -1.317 -0.722 1.909  -0.4153
H -0.383 -0.940 2.427  0.2401
H -2.100 -0.584 2.655  0.2104
C -1.130 0.558 1.104  -0.2091
N -2.365 0.925 0.436  -0.4285
C -2.636 2.135 -0.108  0.6284
O -3.739 2.407 -0.563  -0.6288
C -1.551 3.127 -0.186  0.1314
C -1.625 4.447 -0.548  -0.2013
C -0.299 4.927 -0.639  -0.3686
C 0.494 3.857 -0.337  0.5759
O -0.241 2.773 -0.050  -0.4234
O 1.835 3.778 -0.234  -0.4695
C 2.425 2.540 -0.352  0.3880
C 1.951 1.562 -1.219  -0.3234
C 2.607 0.344 -1.279  0.0065
C 3.729 0.082 -0.511  -0.2690
C 4.199 1.085 0.324  -0.0106
C 3.561 2.310 0.416  -0.3053
H 3.925 3.083 1.072  0.2421
Cl 5.601 0.795 1.277  0.0261
H 4.222 -0.874 -0.561  0.2431
Cl 2.018 -0.862 -2.348  0.0266
H 1.090 1.741 -1.844  0.2442
H 0.026 5.913 -0.894  0.2395
H -2.526 4.993 -0.730  0.2455
C -3.335 -0.139 0.264  -0.2224
C -2.612 -1.417 -0.147  -0.4014
H -2.036 -1.209 -1.051  0.2099
H -3.334 -2.196 -0.386  0.2272
H -3.905 -0.297 1.187  0.1877
H -4.033 0.187 -0.511  0.2506
H -0.827 1.368 1.773  0.2125
H -0.324 0.395 0.380  0.2073
H -2.144 -2.690 1.550  0.2328
H 1.685 -4.476 0.714  0.2229
H 0.575 -5.827 0.432  0.2103
H 1.991 -5.610 -0.608  0.2174

Cartesian forces (eV/Å) of the 6 atoms listed first:
C -0.290 0.278 -0.091
C 0.500 -0.137 -0.145
H -0.140 -0.128 0.011
H 0.045 0.104 0.070
O -0.300 -0.205 -0.058
C -0.314 0.227 0.378

---

Entry 3:
This record from the OMol25 dataset describes a 2-piece molecular cluster, C19H19F4N3O4 overall at a distorted geometry. The level of theory is wB97M-V/def2-TZVPD.

Computed properties:
* HOMO energy: -9.467 eV
* structure (SMILES): CNC(=O)[C@H](Cc1ccccc1)NC(C)=O.O=C(NO)c1c(F)c(F)cc(F)c1F
* energy: -43540.1803 eV
* frontier orbital gap: 9.218 eV
* 2S+1: 1

Each line ends with the natural charge from an NBO analysis.
Positions of all 49 atoms, in Å:
O 0.248 0.175 6.017  -0.6108
O 2.211 4.200 -3.665  -0.6233
O -1.474 3.173 -0.749  -0.6358
F 4.263 -0.544 2.813  -0.2956
F 0.975 -3.715 1.561  -0.2989
F 2.552 0.601 4.599  -0.2873
F -0.803 -2.641 3.341  -0.3088
O -2.420 0.202 5.713  -0.5309
C -0.132 -0.376 4.990  0.5941
C 1.572 3.169 -3.537  0.6729
C -1.438 2.277 -1.584  0.6703
C -1.278 -2.828 -0.478  -0.2139
C -1.603 -1.707 0.305  -0.2132
C -0.295 -2.726 -1.477  -0.2222
C 2.609 -2.117 2.179  -0.2991
C -0.942 -0.484 0.093  -0.2274
C 0.357 -1.501 -1.700  -0.1721
C 3.010 -1.035 2.960  0.3210
C 1.329 -2.647 2.314  0.3386
C 2.120 -0.465 3.882  0.4314
C 0.428 -2.084 3.231  0.3558
C 0.811 -0.980 4.027  -0.2546
C 0.032 -0.376 -0.918  -0.0398
N -1.504 -0.388 4.789  -0.3167
N -2.577 1.673 -1.938  -0.6005
N 0.724 3.018 -2.521  -0.6107
C 1.738 2.059 -4.558  -0.7142
C -2.759 0.586 -2.900  -0.4228
C 0.697 0.955 -1.203  -0.4278
C -0.087 1.841 -2.188  -0.1224
H -1.922 0.612 6.453  0.5061
H -1.782 -3.770 -0.309  0.2203
H -2.362 -1.787 1.071  0.2150
H -0.044 -3.590 -2.077  0.2176
H 3.301 -2.552 1.465  0.2578
H -1.197 0.379 0.694  0.2251
H 1.105 -1.425 -2.476  0.2038
H -1.858 -0.883 3.972  0.3996
H -3.398 2.030 -1.472  0.4115
H 0.641 3.813 -1.902  0.4296
H 0.797 1.905 -5.081  0.2214
H 2.502 2.359 -5.274  0.2501
H 2.050 1.144 -4.061  0.2144
H -3.817 0.324 -2.959  0.2203
H -2.201 -0.298 -2.585  0.2118
H -2.423 0.896 -3.891  0.1970
H 0.829 1.495 -0.263  0.2327
H 1.692 0.764 -1.608  0.2196
H -0.278 1.265 -3.091  0.2111

Cartesian forces (eV/Å) of the 6 atoms listed first:
O 0.531 -0.194 -0.310
O 0.055 0.173 0.085
O 0.522 -0.041 -0.129
F -0.945 -0.243 0.202
F 0.114 0.690 0.589
F -0.515 -1.036 -0.703

---

Entry 4:
This record from the OMol25 dataset describes one molecule with the formula C19H19N3O2 at a distorted geometry. The level of theory is wB97M-V/def2-TZVPD.

Computed properties:
* HOMO energy: -8.406 eV
* structure (SMILES): Cc1cc(C)c(Cn2cnc(-c3ccc([N+](=O)[O-])cc3)c2)c(C)c1
* energy: -28574.8632 eV
* frontier orbital gap: 8.048 eV
* 2S+1: 1

Each line ends with the natural charge from an NBO analysis.
Positions of all 43 atoms, in Å:
C -5.500 2.407 1.448  -0.6281
C -4.476 1.517 0.813  0.0116
C -3.706 0.661 1.586  -0.2194
C -2.741 -0.157 1.020  0.0082
C -2.542 -0.124 -0.364  -0.0020
C -3.296 0.745 -1.156  -0.0018
C -4.254 1.548 -0.555  -0.2235
H -4.840 2.217 -1.169  0.2046
C -3.097 0.836 -2.642  -0.6408
H -2.059 1.053 -2.890  0.2179
H -3.379 -0.097 -3.131  0.2191
H -3.716 1.629 -3.054  0.2228
C -1.487 -1.010 -0.977  -0.2429
N -0.160 -0.490 -0.726  -0.3381
C 0.204 0.812 -0.622  0.1772
N 1.479 0.953 -0.416  -0.4534
C 2.000 -0.313 -0.381  0.0286
C 0.977 -1.219 -0.575  -0.0690
H 0.969 -2.289 -0.615  0.2150
C 3.412 -0.541 -0.168  0.0748
C 4.261 0.558 0.005  -0.2146
C 5.609 0.378 0.208  -0.1706
C 6.128 -0.914 0.243  -0.0099
C 5.299 -2.020 0.073  -0.1616
C 3.951 -1.832 -0.130  -0.2352
H 3.308 -2.688 -0.262  0.2112
H 5.732 -3.008 0.105  0.2450
N 7.531 -1.111 0.454  0.5274
O 7.948 -2.253 0.478  -0.3867
O 8.229 -0.125 0.598  -0.3831
H 6.277 1.215 0.342  0.2470
H 3.827 1.544 -0.028  0.2430
H -0.497 1.620 -0.691  0.2079
H -1.539 -2.015 -0.549  0.2174
H -1.635 -1.099 -2.057  0.2146
C -1.929 -1.061 1.900  -0.6418
H -0.865 -0.849 1.803  0.2268
H -2.092 -2.107 1.641  0.2147
H -2.209 -0.924 2.941  0.2225
H -3.860 0.632 2.655  0.2054
H -5.023 3.315 1.819  0.2241
H -5.974 1.910 2.292  0.2187
H -6.264 2.694 0.731  0.2168

Cartesian forces (eV/Å) of the 6 atoms listed first:
C 0.045 0.047 0.015
C 0.026 -0.050 -0.062
C 0.016 0.015 -0.114
C -0.064 0.032 -0.007
C -0.084 -0.021 -0.026
C 0.028 -0.067 0.069

---

Entry 5:
This record from the OMol25 dataset describes one molecule with the formula C19H19N3O5S at a distorted geometry. The level of theory is wB97M-V/def2-TZVPD.

Computed properties:
* HOMO energy: -8.224 eV
* structure (SMILES): CCOc1ccc(/C=N/NC(=O)C2=C(O)c3ccccc3S(=O)(=O)N2C)cc1
* energy: -45551.8970 eV
* frontier orbital gap: 7.520 eV
* 2S+1: 1

Each line ends with the natural charge from an NBO analysis.
Positions of all 47 atoms, in Å:
O 1.443 0.134 -1.429  -0.6561
O 2.529 -2.471 2.658  -0.9064
O 2.318 -4.825 1.994  -0.9153
N -0.937 0.241 0.418  -0.2466
O 3.975 -0.331 -1.122  -0.6670
O -5.477 4.985 0.098  -0.5102
C 1.258 -0.707 -0.556  0.6423
C 3.654 -1.467 -0.464  0.4025
C 2.278 -1.762 -0.279  -0.0956
C -1.073 1.346 -0.314  0.0597
C 7.045 -3.055 0.033  -0.1947
C 6.742 -3.998 1.021  -0.1845
C -3.549 4.062 -1.073  -0.2529
C -4.267 3.030 0.971  -0.2812
C 6.035 -2.269 -0.480  -0.1561
C -2.466 3.208 -1.174  -0.1756
C -3.172 2.147 0.923  -0.1526
C 5.428 -4.181 1.480  -0.2131
C -4.444 4.043 0.029  0.3062
C 4.697 -2.421 -0.001  -0.1305
C -2.250 2.260 -0.165  -0.1111
C 4.413 -3.390 0.972  -0.2178
N 0.117 -0.694 0.261  -0.4394
N 1.823 -2.980 0.261  -0.6618
C 1.690 -4.078 -0.702  -0.4298
C -7.576 4.452 -0.904  -0.6314
C -6.780 4.490 0.392  -0.0684
S 2.737 -3.467 1.638  2.2584
H 3.146 0.117 -1.425  0.5254
H -0.356 1.561 -1.112  0.2054
H 8.034 -2.846 -0.297  0.2248
H 7.522 -4.652 1.444  0.2273
H -3.677 4.832 -1.864  0.2258
H -4.923 3.001 1.863  0.2216
H 6.290 -1.490 -1.166  0.2374
H -1.805 3.235 -2.022  0.2196
H -3.070 1.382 1.671  0.2336
H 5.177 -4.860 2.288  0.2447
H 0.098 -1.437 0.926  0.4119
H 0.828 -3.902 -1.393  0.2166
H 1.502 -5.045 -0.217  0.2453
H 2.578 -4.130 -1.316  0.1873
H -7.202 3.718 -1.646  0.2113
H -7.582 5.420 -1.413  0.2140
H -8.650 4.198 -0.718  0.2098
H -7.326 5.129 1.123  0.1870
H -6.777 3.470 0.788  0.1801

Cartesian forces (eV/Å) of the 6 atoms listed first:
O 0.172 0.617 -0.156
O 0.661 -0.066 -0.837
O 1.246 1.600 -0.996
N 0.092 1.504 -1.283
O 1.068 -0.934 0.805
O 1.154 -0.784 0.282